[1]
Entry from the Open Molecules 2025 dataset: a molecular structure, C18H49B3IN13O11 (ωB97M-V/def2-TZVPD).

Cartesian coordinates (Å):
1 C 3.46 3.38 1.80
2 C 2.41 2.31 2.13
3 C 1.12 2.42 1.30
4 O 1.37 3.12 0.07
5 B 0.61 2.83 -1.00
6 O -0.43 1.89 -1.02
7 B -0.58 1.23 -2.22
8 C -1.91 0.43 -2.52
9 C -2.25 -0.71 -1.54
10 C -1.11 -1.68 -1.26
11 I -0.23 -1.23 0.64
12 O 0.43 1.28 -3.16
13 B 1.35 2.31 -3.03
14 C 2.78 2.27 -3.67
15 C 2.83 1.75 -5.11
16 C 2.73 0.20 -5.18
17 C 1.45 -0.30 -5.86
18 N 1.73 -1.55 -6.65
19 C 0.66 -2.52 -6.47
20 C 1.11 -3.90 -6.06
21 O -0.53 -2.24 -6.64
22 O 0.97 3.38 -2.23
23 H 4.22 2.98 1.13
24 H 3.04 4.30 1.41
25 H 3.99 3.64 2.72
26 H 2.85 1.35 1.89
27 H 2.19 2.38 3.19
28 H 0.36 2.96 1.86
29 H 0.77 1.42 1.11
30 H -2.74 1.14 -2.51
31 H -1.86 0.01 -3.53
32 H -3.10 -1.25 -1.93
33 H -2.60 -0.27 -0.61
34 H -0.34 -1.68 -2.02
35 H -1.49 -2.69 -1.17
36 H 3.40 1.65 -3.02
37 H 3.20 3.27 -3.59
38 H 2.06 2.21 -5.71
39 H 3.79 2.04 -5.52
40 H 3.59 -0.17 -5.74
41 H 2.81 -0.23 -4.19
42 H 0.72 -0.50 -5.10
43 H 1.08 0.46 -6.54
44 H 1.71 -1.29 -7.62
45 H 2.18 -3.92 -5.89
46 H 0.87 -4.58 -6.88
47 H 0.58 -4.20 -5.17
48 C -5.89 -2.94 -0.82
49 O -4.72 -2.59 -0.75
50 N -6.69 -2.63 -1.88
51 N -6.50 -3.66 0.17
52 H -7.66 -2.89 -1.93
53 H -6.29 -2.09 -2.61
54 H -5.94 -3.91 0.97
55 H -7.45 -3.95 0.14
56 C 4.48 -0.90 0.59
57 O 5.62 -0.46 0.71
58 N 3.73 -0.67 -0.52
59 N 3.87 -1.62 1.57
60 H 2.79 -1.01 -0.62
61 H 4.14 -0.14 -1.26
62 H 4.39 -1.81 2.41
63 H 2.93 -1.96 1.50
64 C -8.84 0.41 -0.69
65 O -8.90 -0.69 -1.21
66 N -9.74 1.40 -0.96
67 N -7.85 0.74 0.20
68 H -9.70 2.32 -0.55
69 H -10.47 1.19 -1.61
70 H -7.17 0.03 0.40
71 H -7.77 1.64 0.63
72 C -1.51 -2.67 4.88
73 O -0.37 -2.25 4.98
74 N -2.27 -2.46 3.76
75 N -2.12 -3.39 5.88
76 H -3.21 -2.79 3.66
77 H -1.85 -1.94 3.01
78 H -1.58 -3.56 6.71
79 H -3.05 -3.74 5.82
80 C 4.66 1.12 4.40
81 O 3.74 0.35 4.65
82 N 5.34 1.09 3.22
83 N 5.06 2.08 5.30
84 H 6.09 1.71 3.00
85 H 5.06 0.40 2.54
86 H 4.57 2.12 6.17
87 H 5.81 2.72 5.11
88 C 1.80 2.06 6.40
89 O 1.51 2.70 5.40
90 N 2.12 0.73 6.35
91 N 1.85 2.63 7.65
92 H 2.37 0.19 7.15
93 H 2.11 0.29 5.44
94 H 1.63 3.60 7.71
95 H 2.10 2.13 8.48

## Properties
Strongest force on any atom in eV Å⁻¹: 2.02
HOMO energy in eV: -8.528
M in g mol⁻¹: 783.01
Total energy in a.u.: -2627.5499


[2]
Entry from the Open Molecules 2025 dataset: 4 unconnected molecules or ions with the total composition C18H49BN3O3P (ωB97M-V/def2-TZVPD).

Cartesian coordinates (Å):
1 B -1.76 0.15 -2.53
2 P -1.38 -1.55 -1.69
3 O -1.51 -2.73 -2.68
4 O 0.13 -1.43 -0.92
5 O -2.58 -1.72 -0.46
6 H -2.83 0.37 -2.95
7 H -0.90 0.97 -2.59
8 H 0.08 -1.68 0.02
9 H -3.33 -1.17 -0.81
10 C 0.87 2.86 2.87
11 C -0.10 2.65 1.71
12 N -1.31 1.93 2.07
13 C -2.08 1.50 0.91
14 C -2.68 2.57 0.01
15 C -2.09 2.49 3.17
16 C -2.59 3.93 3.03
17 H 1.12 1.91 3.35
18 H 1.79 3.31 2.51
19 H 0.45 3.53 3.63
20 H 0.43 2.06 0.95
21 H -0.32 3.62 1.26
22 H -2.88 0.83 1.24
23 H -1.43 0.86 0.30
24 H -3.55 3.05 0.46
25 H -3.02 2.12 -0.93
26 H -1.95 3.35 -0.25
27 H -1.49 2.43 4.08
28 H -2.95 1.84 3.37
29 H -1.82 4.61 2.65
30 H -2.90 4.31 4.01
31 H -3.46 4.00 2.38
32 C -0.88 -7.22 4.47
33 C -1.17 -5.86 3.84
34 N 0.01 -5.25 3.22
35 C -0.19 -3.84 2.88
36 C -1.24 -3.51 1.81
37 C 0.70 -6.05 2.22
38 C -0.11 -6.52 1.00
39 H -0.07 -7.15 5.19
40 H -1.77 -7.57 4.99
41 H -0.63 -7.97 3.72
42 H -1.52 -5.20 4.64
43 H -2.00 -5.96 3.12
44 H 0.77 -3.41 2.58
45 H -0.46 -3.31 3.79
46 H -0.88 -3.76 0.81
47 H -1.44 -2.43 1.82
48 H -2.19 -4.02 1.98
49 H 1.11 -6.93 2.71
50 H 1.58 -5.50 1.87
51 H -1.09 -6.91 1.28
52 H 0.43 -7.32 0.50
53 H -0.24 -5.72 0.27
54 C 2.32 2.79 -1.50
55 C 2.67 2.31 -2.90
56 N 1.86 2.90 -3.95
57 C 2.00 2.24 -5.24
58 C 3.36 2.29 -5.93
59 C 1.83 4.36 -3.99
60 C 3.17 5.09 -4.16
61 H 1.26 2.64 -1.29
62 H 2.89 2.24 -0.76
63 H 2.55 3.85 -1.36
64 H 2.52 1.22 -2.92
65 H 3.75 2.47 -3.07
66 H 1.24 2.63 -5.93
67 H 1.73 1.18 -5.10
68 H 3.56 3.27 -6.36
69 H 3.39 1.57 -6.75
70 H 4.18 2.04 -5.25
71 H 1.36 4.72 -3.07
72 H 1.15 4.69 -4.79
73 H 3.95 4.68 -3.51
74 H 3.05 6.14 -3.89
75 H 3.52 5.07 -5.19

## Properties
Strongest force on any atom in eV Å⁻¹: 3.88
HOMO energy in eV: -8.071
M in g mol⁻¹: 397.39
SMILES: BP(=O)(O)O.CCN(CC)CC.CCN(CC)CC.CCN(CC)CC
Total energy in a.u.: -1471.3837


[3]
Entry from the Open Molecules 2025 dataset: 5 unconnected molecules or ions with the total composition C18H50BrN4O4 (ωB97M-V/def2-TZVPD).

Cartesian coordinates (Å):
1 Br -17.34 -2.11 -17.25
2 C -15.82 -0.62 -9.50
3 C -16.76 -0.10 -10.57
4 O -17.98 0.05 -10.43
5 N -16.17 0.22 -11.92
6 H -15.17 0.19 -12.03
7 H -16.46 -0.45 -12.62
8 C -16.69 1.62 -12.44
9 H -14.94 0.01 -9.46
10 H -15.53 -1.66 -9.67
11 H -16.29 -0.57 -8.52
12 H -16.35 1.59 -13.48
13 H -16.19 2.43 -11.91
14 H -17.77 1.77 -12.43
15 C -22.19 -5.61 -13.95
16 N -23.22 -4.59 -13.49
17 C -22.36 -3.44 -12.84
18 C -23.98 -4.02 -14.70
19 C -24.29 -5.24 -12.55
20 C -23.74 -5.56 -11.13
21 O -23.80 -4.45 -10.33
22 H -21.54 -5.98 -13.14
23 H -21.69 -5.10 -14.77
24 H -22.78 -6.48 -14.22
25 H -23.09 -2.77 -12.38
26 H -21.73 -3.05 -13.64
27 H -21.70 -3.86 -12.09
28 H -24.42 -4.78 -15.36
29 H -23.22 -3.53 -15.30
30 H -24.75 -3.29 -14.44
31 H -24.66 -6.07 -13.15
32 H -25.11 -4.53 -12.48
33 H -22.71 -5.90 -11.23
34 H -24.31 -6.39 -10.69
35 H -23.35 -4.64 -9.51
36 C -11.49 -3.02 -24.85
37 N -11.10 -1.59 -24.59
38 C -9.77 -1.31 -25.44
39 C -12.14 -0.60 -25.09
40 C -10.67 -1.46 -23.13
41 C -11.78 -1.69 -22.00
42 O -12.95 -0.91 -22.26
43 H -10.74 -3.61 -24.32
44 H -11.61 -3.04 -25.93
45 H -12.42 -3.19 -24.31
46 H -9.27 -0.36 -25.30
47 H -10.11 -1.06 -26.44
48 H -9.11 -2.16 -25.26
49 H -11.74 0.40 -24.93
50 H -13.06 -0.86 -24.56
51 H -12.30 -0.76 -26.16
52 H -10.31 -0.43 -23.03
53 H -9.80 -2.09 -22.96
54 H -11.28 -1.57 -21.03
55 H -12.09 -2.74 -21.99
56 H -13.50 -1.19 -21.54
57 C -20.72 -4.53 -22.50
58 N -20.00 -4.13 -23.81
59 C -18.53 -4.06 -23.57
60 C -20.31 -5.16 -24.88
61 C -20.53 -2.73 -24.21
62 C -19.86 -2.11 -25.44
63 O -18.73 -1.37 -25.06
64 H -20.34 -3.79 -21.80
65 H -20.36 -5.49 -22.13
66 H -21.80 -4.50 -22.70
67 H -18.31 -3.38 -22.74
68 H -18.01 -3.73 -24.47
69 H -18.17 -5.04 -23.26
70 H -21.34 -4.90 -25.15
71 H -20.26 -6.10 -24.33
72 H -19.51 -5.08 -25.62
73 H -20.51 -2.07 -23.34
74 H -21.59 -2.89 -24.43
75 H -20.58 -1.52 -26.00
76 H -19.72 -2.84 -26.24
77 H -18.80 -0.48 -25.41

## Properties
Net charge: +3
ΔE to the lowest compared entry with this formula, charge and spin in eV: 2.916
Strongest force on any atom in eV Å⁻¹: 4.88
HOMO energy in eV: -11.044
M in g mol⁻¹: 466.53
Total energy in a.u.: -3808.7963


[4]
Entry from the Open Molecules 2025 dataset: a molecular structure, C18H50NO21S4V (ωB97M-V/def2-TZVPD).

Cartesian coordinates (Å):
1 O -13.39 11.90 -25.32
2 V -14.04 10.73 -24.45
3 O -15.16 10.06 -25.43
4 C -11.11 8.10 -22.94
5 C -12.05 9.09 -23.62
6 O -12.69 8.80 -24.65
7 O -12.25 10.25 -23.14
8 H -10.44 7.65 -23.68
9 H -11.77 7.39 -22.43
10 H -10.51 8.67 -22.23
11 C -13.62 11.73 -20.01
12 O -12.90 10.50 -20.35
13 H -13.83 12.30 -20.92
14 H -14.59 11.67 -19.52
15 H -13.00 12.37 -19.38
16 H -13.05 10.40 -21.29
17 C -10.01 8.52 -19.24
18 O -11.14 9.06 -18.57
19 H -9.28 9.20 -19.67
20 H -9.30 8.10 -18.51
21 H -10.29 7.67 -19.86
22 H -11.53 9.70 -19.18
23 C -12.81 4.40 -21.75
24 O -13.19 3.75 -20.58
25 H -12.88 5.49 -21.71
26 H -11.82 4.07 -22.07
27 H -13.47 4.11 -22.57
28 H -12.43 3.52 -20.04
29 O -8.82 14.55 -22.14
30 S -9.62 13.42 -22.48
31 O -10.62 13.46 -23.55
32 O -8.50 12.28 -22.86
33 C -8.97 11.10 -23.48
34 C -7.73 10.35 -23.94
35 C -10.23 12.67 -20.89
36 H -9.60 11.44 -24.29
37 H -9.52 10.47 -22.78
38 H -7.14 10.01 -23.08
39 H -7.09 11.01 -24.52
40 H -8.03 9.52 -24.58
41 H -9.41 12.56 -20.18
42 H -10.63 11.68 -21.10
43 H -10.93 13.39 -20.46
44 O -18.88 7.54 -21.06
45 S -18.65 7.19 -19.67
46 O -19.37 6.13 -19.00
47 O -17.02 6.88 -19.46
48 C -16.10 7.86 -19.96
49 C -14.77 7.19 -20.44
50 C -18.89 8.77 -18.73
51 H -15.85 8.52 -19.13
52 H -16.48 8.51 -20.74
53 H -14.04 7.93 -20.78
54 H -15.08 6.57 -21.28
55 H -14.27 6.49 -19.77
56 H -18.77 8.55 -17.67
57 H -19.88 9.22 -18.78
58 H -18.22 9.55 -19.09
59 O -8.45 12.49 -27.14
60 S -9.57 12.65 -27.99
61 O -9.36 13.40 -29.22
62 O -10.36 11.18 -28.29
63 C -10.45 10.36 -27.11
64 C -9.36 9.38 -27.01
65 C -10.93 13.45 -27.04
66 H -11.47 9.98 -27.18
67 H -10.51 10.92 -26.18
68 H -8.40 9.85 -26.80
69 H -9.16 8.93 -27.98
70 H -9.60 8.68 -26.21
71 H -11.83 13.01 -27.47
72 H -10.97 14.51 -27.26
73 H -10.70 13.30 -25.99
74 O -5.96 5.66 -22.51
75 S -6.75 6.85 -22.18
76 O -7.56 7.53 -23.19
77 O -7.63 6.56 -20.78
78 C -8.18 5.28 -20.46
79 C -9.35 5.01 -21.38
80 C -5.59 8.15 -21.51
81 H -8.47 5.37 -19.41
82 H -7.38 4.56 -20.64
83 H -9.68 3.98 -21.26
84 H -8.99 5.18 -22.39
85 H -10.24 5.64 -21.27
86 H -5.01 8.67 -22.28
87 H -4.93 7.61 -20.83
88 H -6.25 8.74 -20.88
89 C -11.14 5.72 -26.24
90 N -10.34 4.82 -25.34
91 O -9.12 4.77 -25.57
92 O -10.92 4.23 -24.41
93 H -12.18 5.69 -25.89
94 H -11.03 5.41 -27.27
95 H -10.84 6.76 -26.13

## Properties
ΔE to the lowest compared entry with this formula, charge and spin in eV: 0.000
Strongest force on any atom in eV Å⁻¹: 4.99
HOMO energy in eV: -10.682
M in g mol⁻¹: 795.80
Total energy in a.u.: -4887.0932